Version w
Molecular formula: C22H25NO5
Method: DFT, ωB97M-V/def2-TZVPD

Geometry (Å):
C1 -6.5694 -0.5216 -1.4418
C2 -5.3246 -0.7465 -0.6389
C3 -5.3558 -1.5489 0.4984
C4 -4.2125 -1.7665 1.2396
C5 -2.9902 -1.2088 0.8790
C6 -1.7773 -1.4651 1.7092
C7 -2.9561 -0.3878 -0.2571
C8 -1.6980 0.2469 -0.6868
O1 -0.6054 -0.2666 -0.6180
C9 -1.8338 1.6694 -1.2554
O2 -0.6576 2.4108 -0.9668
C10 -0.3701 2.5117 0.3359
O3 -1.0709 2.0564 1.2011
C11 0.9283 3.2514 0.5565
C12 1.9029 2.3558 1.3283
N1 2.1419 1.1131 0.6267
C13 1.8041 -0.1178 1.1619
O4 1.3492 -0.2695 2.2642
C14 2.1638 -1.1767 0.1481
C15 3.3363 -2.0564 0.6148
C16 3.5382 -3.1508 -0.4399
C17 4.1264 -2.3786 -1.6402
C18 4.1916 -0.9346 -1.1293
C19 4.5358 -1.1469 0.3456
C20 2.7484 -0.4079 -1.0410
C21 2.6980 1.0464 -0.6330
O5 3.0923 2.0008 -1.2534
C22 -4.1216 -0.1638 -0.9937
H1 -6.9675 -1.4710 -1.7973
H2 -7.3352 -0.0500 -0.8272
H3 -6.3718 0.1156 -2.2998
H4 -6.2882 -2.0038 0.8008
H5 -4.2618 -2.3895 2.1210
H6 -2.0495 -1.9275 2.6543
H7 -1.2373 -0.5423 1.9109
H8 -1.0933 -2.1294 1.1833
H9 -1.9025 1.6394 -2.3448
H10 -2.7061 2.1705 -0.8254
H11 1.3534 3.5277 -0.4079
H12 0.7295 4.1466 1.1469
H13 1.4844 2.0852 2.3018
H14 2.8531 2.8820 1.4596
H15 1.2737 -1.7604 -0.0820
H16 3.2174 -2.4241 1.6319
H17 2.6036 -3.6518 -0.6872
H18 4.2372 -3.9038 -0.0759
H19 3.5078 -2.4651 -2.5322
H20 5.1252 -2.7377 -1.8882
H21 4.8511 -0.2826 -1.6986
H22 5.4886 -1.6539 0.4863
H23 4.5280 -0.2298 0.9325
H24 2.2063 -0.5354 -1.9782
H25 -4.0781 0.4527 -1.8802

Output
- E_LUMO: 0.012 Ha
- HOMO energy: -8.990 eV
- Kohn-Sham gap: 9.33 eV



Version x
Molecular formula: C22H25NO5
Method: DFT, ωB97M-V/def2-TZVPD

Geometry (Å):
C1 3.3554 -0.9101 1.2347
C2 2.3747 -1.9220 0.7336
C3 1.9856 -1.9025 -0.6015
C4 1.0454 -2.7875 -1.0911
C5 0.4713 -3.7244 -0.2341
C6 -0.6072 -4.6422 -0.6412
O1 -0.7160 -5.7718 -0.2277
C7 -1.6642 -4.0962 -1.6118
O2 -1.6489 -2.6871 -1.7874
C8 -1.8717 -1.9410 -0.6989
O3 -2.1609 -2.3894 0.3764
C9 -1.6930 -0.4729 -1.0144
C10 -0.9044 0.2045 0.1098
N1 -0.6459 1.5945 -0.1953
C11 0.6004 2.0679 -0.5498
O4 1.5909 1.3888 -0.6286
C12 0.4823 3.5575 -0.7855
C13 1.2110 4.3679 0.3031
C14 1.1106 5.8491 -0.0803
C15 -0.3769 6.1773 0.1699
C16 -0.9507 4.8443 0.6644
C17 0.2239 4.2848 1.4677
C18 -0.9950 3.8842 -0.5394
C19 -1.6343 2.5610 -0.1796
O5 -2.7859 2.3473 0.0913
C20 0.9036 -3.7847 1.0898
C21 1.8426 -2.8969 1.5856
C22 2.2709 -2.9785 3.0183
H1 3.0184 -0.4786 2.1755
H2 4.3256 -1.3750 1.4119
H3 3.4759 -0.1111 0.5085
H4 2.4152 -1.1616 -1.2592
H5 0.7735 -2.7598 -2.1353
H6 -1.4976 -4.5220 -2.6044
H7 -2.6415 -4.4245 -1.2403
H8 -1.1764 -0.3736 -1.9692
H9 -2.6785 -0.0068 -1.0875
H10 0.0654 -0.2821 0.2420
H11 -1.4787 0.1425 1.0374
H12 0.8532 3.7996 -1.7823
H13 2.2236 4.0169 0.4903
H14 1.4061 6.0220 -1.1140
H15 1.7588 6.4489 0.5579
H16 -0.8821 6.5292 -0.7283
H17 -0.4870 6.9428 0.9374
H18 -1.9051 4.9256 1.1798
H19 0.5042 4.9253 2.3013
H20 0.0617 3.2721 1.8330
H21 -1.5220 4.3258 -1.3860
H22 0.4642 -4.5306 1.7352
H23 3.3546 -3.0569 3.0908
H24 1.9647 -2.0840 3.5607
H25 1.8241 -3.8426 3.5021

Output
- E_LUMO: 0.022 Ha
- HOMO energy: -9.025 eV
- Kohn-Sham gap: 9.62 eV



Energy comparison, zero being the most stable, in eV: version w 0.000; version x 0.057.



Version w
Molecular formula: C4H6N2O3
Method: DFT, ωB97M-V/def2-TZVPD

Geometry (Å):
C1 -2.3743 -0.7367 -0.3252
N1 1.4663 0.8765 0.4849
C2 0.7089 0.9789 -0.8683
C3 0.1309 -0.3111 -0.2089
C4 -1.2607 -0.0482 0.3980
N2 2.5615 0.0740 0.8372
O1 0.7329 1.7920 -1.7147
O2 0.5044 -1.4055 -0.5993
O3 -1.3779 0.6417 1.3813
H1 1.2998 1.6486 1.1283
H2 2.2321 -0.8863 0.9388
H3 3.2696 0.1077 0.1080
H4 -3.3168 -0.5736 0.1922
H5 -2.1510 -1.8030 -0.4030
H6 -2.4257 -0.3550 -1.3491

Output
- E_LUMO: 0.000 Ha
- HOMO energy: -9.013 eV
- Kohn-Sham gap: 9.02 eV



Version x
Molecular formula: C4H6N2O3
Method: DFT, ωB97M-V/def2-TZVPD

Geometry (Å):
H1 1.8691 -1.8388 1.0858
N1 2.4815 -1.3755 0.3717
C1 2.2039 -0.2415 -0.0132
N2 1.0567 0.5836 0.1764
O1 1.1670 1.8029 -0.4353
C2 -0.2044 0.0401 0.3038
C3 -0.6591 -1.0078 -0.4154
O2 -2.0264 -1.0744 -0.2165
C4 -2.3341 0.2670 0.0517
O3 -1.2710 0.8061 0.8061
H2 2.8957 0.2710 -0.6945
H3 0.7861 2.4463 0.2308
H4 -0.1534 -1.7784 -0.9091
H5 -2.4784 0.7788 -0.9171
H6 -3.3332 0.3205 0.5746

Output
- E_LUMO: 0.025 Ha
- HOMO energy: -8.265 eV
- Kohn-Sham gap: 8.96 eV



Energy comparison, zero being the most stable, in eV: version w 0.000; version x 0.793.



Version w
Molecular formula: C2H2ClNO
Method: DFT, ωB97M-V/def2-TZVPD

Geometry (Å):
C1 1.1722 -0.5592 -0.7378
C2 0.0238 -0.2415 -0.2076
N1 -0.3830 0.8815 0.5429
O1 0.2826 1.7642 1.0792
Cl1 -1.5057 -1.1821 -0.4611
H1 1.7285 -1.5637 -1.0072
H2 -1.3184 0.9008 0.7916

Output
- E_LUMO (spin up / spin down): -0.075 / -0.091 Ha
- HOMO energy (spin up / spin down): -8.683 / -8.294 eV
- Kohn-Sham gap (spin up / spin down): 6.65 / 5.81 eV



Version x
Molecular formula: C2H2ClNO
Method: DFT, ωB97M-V/def2-TZVPD

Geometry (Å):
C1 0.5991 0.8475 0.0547
C2 -0.4323 -0.1562 0.3369
N1 0.5730 -0.3013 -0.6793
O1 1.0932 1.9001 0.2704
Cl1 -2.1284 -0.1299 -0.0792
H1 -0.3919 -1.4711 1.6863
H2 0.6872 -0.6891 -1.5898

Output
- E_LUMO: -0.018 Ha
- HOMO energy: -9.611 eV
- Kohn-Sham gap: 9.13 eV



Energy comparison, zero being the most stable, in eV: version w 1.786; version x 0.000.